1.
# C21H28AuFN3O5PS2

A structure of composition C21H28AuFN3O5PS2 (ωB97M-V/def2-TZVPD, the Open Molecules 2025 dataset).

Values from the calculation:
HOMO-LUMO gap (spin up / spin down) = 5.4920 / 6.8165 eV
charge = +1
multiplicity = 2
molecular weight = 713.5 g mol⁻¹
energy = -2730.52860 Eh

Each line ends with the natural charge from an NBO analysis.
CARTESIAN COORDINATES (ANGSTROEM)
Au1 -1.164 1.007 3.522  1.021
C1 -4.683 -3.995 4.427  -0.629
C2 -4.895 -2.626 5.033  -0.060
O1 -3.658 -2.217 5.673  -0.840
P1 -3.003 -0.797 5.388  1.677
S1 -1.217 0.742 5.895  -0.406
S2 -2.837 -0.666 3.342  -0.547
O2 -4.181 0.251 5.686  -0.847
C3 -4.608 0.450 7.053  -0.068
C4 -5.024 1.893 7.222  -0.626
H1 -5.526 -4.260 3.790  0.223
H2 -4.579 -4.745 5.210  0.218
H3 -3.771 -3.988 3.832  0.225
H4 -5.671 -2.642 5.798  0.194
H5 -5.168 -1.894 4.272  0.199
H6 -3.789 0.202 7.735  0.183
H7 -5.443 -0.225 7.253  0.182
H8 -4.205 2.552 6.937  0.229
H9 -5.287 2.080 8.263  0.220
H10 -5.887 2.116 6.596  0.217
F1 -0.299 -2.349 -2.549  -0.330
C5 0.357 -1.212 -2.210  0.316
C6 0.044 -0.643 -1.009  -0.183
C7 0.652 0.543 -0.601  -0.169
C8 0.261 1.141 0.688  0.525
O3 -0.633 0.574 1.342  -0.675
C9 0.953 2.344 1.030  -0.324
C10 1.849 2.860 0.146  0.148
N1 2.205 2.305 -1.037  -0.375
C11 3.083 3.037 -1.920  -0.070
C12 4.460 2.527 -2.234  -0.432
C13 4.281 3.719 -1.343  -0.405
C14 1.609 1.126 -1.438  0.274
C15 1.936 0.508 -2.649  -0.321
C16 1.313 -0.654 -3.077  0.183
N2 1.708 -1.238 -4.309  -0.478
C17 1.172 -2.542 -4.702  -0.233
C18 1.877 -3.009 -5.984  -0.240
N3 3.211 -2.341 -6.032  -0.492
C19 3.033 -0.883 -6.318  -0.228
C20 1.857 -0.373 -5.470  -0.241
C21 0.756 3.194 2.304  0.800
O4 1.255 4.309 2.260  -0.661
O5 0.139 2.694 3.298  -0.798
H11 -0.697 -1.095 -0.363  0.271
H12 2.307 3.806 0.402  0.266
H13 2.546 3.544 -2.714  0.218
H14 4.832 2.684 -3.238  0.219
H15 4.784 1.600 -1.780  0.229
H16 4.533 4.702 -1.712  0.238
H17 4.481 3.580 -0.290  0.240
H18 2.707 0.956 -3.258  0.222
H19 0.094 -2.525 -4.882  0.224
H20 1.367 -3.253 -3.902  0.235
H21 1.332 -2.729 -6.884  0.227
H22 1.998 -4.090 -5.981  0.248
H23 3.836 -2.775 -6.711  0.445
H24 3.625 -2.430 -5.100  0.447
H25 2.825 -0.757 -7.379  0.233
H26 3.965 -0.372 -6.084  0.233
H27 0.936 -0.371 -6.068  0.199
H28 2.045 0.652 -5.169  0.251

2.
# C21H28BrFeN4O3

A structure of composition C21H28BrFeN4O3 (ωB97M-V/def2-TZVPD, the Open Molecules 2025 dataset).

Values from the calculation:
HOMO-LUMO gap (spin up / spin down) = 7.0785 / 7.2266 eV
charge = -1
multiplicity = 5
molecular weight = 520.2 g mol⁻¹
energy = -5099.61407 Eh

Each line ends with the natural charge from an NBO analysis.
CARTESIAN COORDINATES (ANGSTROEM)
Fe1 -2.663 0.462 -1.187  1.507
C1 1.507 -0.177 5.394  -0.603
C2 2.371 -0.184 4.131  -0.064
C3 3.254 -1.441 4.166  -0.595
C4 3.264 1.066 4.161  -0.595
C5 1.528 -0.179 2.859  -0.102
C6 0.141 -0.180 2.867  -0.243
C7 -0.534 -0.155 1.667  -0.158
Br1 -2.458 -0.140 1.683  0.013
C8 0.051 -0.113 0.376  0.415
O1 -0.676 -0.066 -0.684  -0.896
C9 1.484 -0.138 0.387  -0.111
C10 2.144 -0.163 1.608  -0.146
C11 2.373 -0.125 -0.874  -0.071
C12 1.617 -0.107 -2.206  -0.592
C13 3.260 -1.382 -0.867  -0.594
C14 3.265 1.126 -0.843  -0.596
H1 2.151 -0.166 6.276  0.199
H2 0.877 -1.067 5.445  0.208
H3 0.869 0.708 5.429  0.210
H4 3.844 -1.471 5.087  0.192
H5 3.941 -1.466 3.319  0.206
H6 2.632 -2.337 4.124  0.210
H7 3.857 1.095 5.081  0.192
H8 2.649 1.966 4.118  0.212
H9 3.950 1.084 3.314  0.206
H10 -0.434 -0.200 3.782  0.215
H11 3.228 -0.167 1.588  0.182
H12 0.974 -0.980 -2.308  0.216
H13 2.338 -0.100 -3.030  0.191
H14 0.993 0.779 -2.287  0.227
H15 2.636 -2.278 -0.866  0.209
H16 3.907 -1.420 0.011  0.195
H17 3.895 -1.400 -1.757  0.197
H18 2.644 2.023 -0.832  0.217
H19 3.902 1.159 -1.732  0.199
H20 3.911 1.145 0.037  0.193
N1 -6.492 -1.628 -1.329  -0.823
C15 -5.400 -0.817 -1.332  0.697
O2 -4.290 -1.278 -1.107  -0.668
C16 -5.623 0.637 -1.643  -0.522
C17 -4.632 1.491 -0.857  -0.975
H21 -6.364 -2.594 -1.083  0.395
H22 -7.419 -1.253 -1.385  0.389
H23 -6.683 0.888 -1.477  0.168
H24 -5.426 0.751 -2.714  0.234
H25 -4.902 1.503 0.203  0.178
H26 -4.626 2.516 -1.231  0.199
N2 -1.370 -0.966 -5.125  -0.826
C18 -1.683 -0.049 -4.148  0.687
O3 -2.564 -0.339 -3.312  -0.756
C19 -1.002 1.209 -4.182  -0.596
C20 0.032 1.467 -5.092  0.311
N3 0.881 1.607 -5.867  -0.426
C21 -1.322 2.042 -3.106  0.363
N4 -1.700 2.543 -2.133  -0.463
H27 -0.502 -0.822 -5.619  0.395
H28 -1.603 -1.917 -4.897  0.393

3.
# C21H28ClCrN3O2S

A structure of composition C21H28ClCrN3O2S (ωB97M-V/def2-TZVPD, the Open Molecules 2025 dataset).

Values from the calculation:
HOMO-LUMO gap (spin up / spin down) = 5.8992 / 3.5344 eV
charge = -1
multiplicity = 4
molecular weight = 474.0 g mol⁻¹
energy = -3034.57695 Eh

Each line ends with the natural charge from an NBO analysis.
CARTESIAN COORDINATES (ANGSTROEM)
Cr1 -0.882 -0.049 1.037  0.603
Cl1 -2.787 0.478 2.439  -0.464
N1 -0.200 2.042 0.742  -0.574
N2 -0.284 -2.119 0.844  -0.553
C1 -0.964 2.779 -0.062  0.639
C2 -0.843 -2.848 -0.102  0.615
C3 1.008 2.886 1.000  0.068
C4 0.447 4.287 0.764  -0.081
C5 2.074 2.558 -0.036  -0.609
C6 1.548 2.751 2.406  -0.612
H1 1.696 2.712 -1.058  0.208
H2 2.394 1.519 0.083  0.227
H3 2.943 3.212 0.105  0.199
H4 0.720 2.830 3.117  0.234
H5 2.259 3.566 2.606  0.187
H6 2.068 1.795 2.532  0.243
C7 0.708 -2.982 1.541  0.065
C8 0.597 -4.300 0.788  -0.075
C9 0.292 -3.172 2.986  -0.631
C10 2.120 -2.416 1.411  -0.616
H7 2.288 -2.063 0.386  0.214
H8 2.857 -3.202 1.631  0.195
H9 2.275 -1.595 2.117  0.242
H10 -0.749 -3.513 3.010  0.208
H11 0.389 -2.218 3.527  0.265
H12 0.934 -3.921 3.465  0.190
O1 -0.479 -4.119 -0.170  -0.489
H13 0.357 -5.171 1.405  0.188
H14 1.481 -4.566 0.198  0.178
O2 -0.708 4.079 -0.102  -0.492
H15 1.098 4.990 0.244  0.187
H16 0.104 4.761 1.691  0.188
C11 -1.973 2.256 -0.990  -0.521
C12 -1.804 -2.360 -1.112  -0.491
C13 -1.139 -1.201 -1.795  -0.067
H17 -2.665 -1.951 -0.538  0.258
H18 -2.122 -3.159 -1.803  0.228
C14 -1.125 -0.021 -1.084  -0.307
C15 -1.256 1.181 -1.745  0.016
H19 -1.597 -0.261 2.782  0.148
C16 -0.738 1.262 -3.057  -0.050
C17 -0.391 0.061 -3.702  -0.266
C18 -0.596 2.614 -3.667  -0.629
C19 -0.631 -1.193 -3.109  -0.038
H20 0.055 0.102 -4.705  0.187
C20 -0.408 -2.498 -3.786  -0.626
H21 0.122 -2.391 -4.740  0.206
H22 -1.369 -2.996 -3.970  0.205
H23 0.185 -3.141 -3.121  0.209
H24 -1.575 3.112 -3.732  0.206
H25 -0.147 2.575 -4.674  0.205
H26 0.054 3.230 -3.027  0.206
H27 -2.395 3.043 -1.633  0.228
H28 -2.754 1.781 -0.366  0.266
S1 0.526 -0.037 3.053  -0.305
C21 -0.209 0.364 4.498  0.063
N3 -0.810 0.637 5.478  -0.479

Maximum force across the listed records, respectively: 3.38; 1.19; 3.27 eV/Å.